A single C5H9N molecule in a non-equilibrium geometry. Source: OMol25; level of theory: the ωB97M-V functional and the def2-TZVPD basis.

```
15
Properties=species:S:1:pos:R:3:forces:R:3
C 1.006 1.171 0.279 -0.430 -0.310 -0.279
C 0.802 0.707 -1.153 -0.042 -1.476 -0.476
C -0.364 0.745 0.669 -0.178 0.093 1.235
N -0.610 -0.550 0.374 -0.185 0.584 0.249
C -1.073 -1.365 1.318 -0.185 -0.127 0.000
C -0.158 -0.852 -0.961 0.495 1.345 -0.272
H 1.815 0.634 0.807 -0.333 0.033 -0.073
H 1.151 2.245 0.483 -0.036 -0.365 -0.694
H 0.294 1.554 -1.670 -0.142 -1.307 0.021
H 1.627 0.356 -1.743 0.734 0.129 -0.183
H -1.127 1.339 1.123 -0.094 0.000 0.818
H -0.884 -1.067 2.341 -0.162 -0.115 -0.203
H -1.629 -2.261 1.082 -0.007 0.095 -0.162
H -0.934 -0.692 -1.706 -0.294 -0.004 0.231
H 0.112 -1.951 -1.010 0.856 1.426 -0.212
```
Forces are in eV/Å.

Values from the calculation:
Net charge: 0
HOMO energy (spin up / spin down), hartree: -0.243 / -0.240
Relative energy (zero: lowest compared OMol25 entry of this formula, charge and spin), kcal per mole: 101.04
Gap between HOMO and LUMO (spin up / spin down), Eh: 0.2763 / 0.2724

---

A single C5H9N molecule in a non-equilibrium geometry. Source: OMol25; level of theory: the ωB97M-V functional and the def2-TZVPD basis.

```
15
Properties=species:S:1:pos:R:3:forces:R:3
C -0.350 2.023 -0.263 -0.034 0.112 -0.015
C 0.567 0.815 -0.105 0.072 0.016 0.022
C -0.179 -0.468 -0.448 -0.084 0.112 -0.102
C 0.545 -1.763 0.008 -0.058 -0.034 0.054
C -0.327 -2.234 1.085 -0.724 -0.314 0.840
N -1.178 -2.368 1.858 0.992 -0.255 -0.534
H -1.225 1.927 0.391 0.140 0.010 -0.095
H 0.158 2.956 -0.005 -0.037 -0.097 -0.066
H -0.715 2.104 -1.293 0.059 0.025 0.126
H 0.923 0.755 0.932 -0.073 0.005 -0.109
H 1.461 0.921 -0.732 -0.104 -0.010 0.045
H -1.130 -0.453 0.095 0.103 0.180 -0.356
H -0.429 -0.519 -1.511 0.162 0.068 0.036
H 1.560 -1.577 0.381 -0.259 0.044 -0.016
H 0.636 -2.518 -0.781 -0.155 0.137 0.170
```
Forces are in eV/Å.

Values from the calculation:
Net charge: 0
HOMO energy, hartree: -0.413
Relative energy (zero: lowest compared OMol25 entry of this formula, charge and spin), kcal per mole: 9.50
Gap between HOMO and LUMO, Eh: 0.4482
SMILES string: CCCCC#N

---

A single C5H9N molecule in a non-equilibrium geometry. Source: OMol25; level of theory: the ωB97M-V functional and the def2-TZVPD basis.

```
15
Properties=species:S:1:pos:R:3:forces:R:3
C -0.030 -1.231 0.310 1.686 0.155 0.449
C -0.094 -0.711 -1.156 -0.109 0.825 0.130
N -0.012 0.793 -0.935 -0.397 -1.191 -0.639
C -1.031 0.976 0.210 0.455 -1.943 -0.711
C 0.021 0.176 1.063 -0.509 -0.487 -0.646
C 1.097 0.832 0.099 -0.696 -0.379 1.161
H 1.014 -1.686 0.521 -1.962 0.089 -0.284
H -0.868 -1.921 0.491 0.472 0.309 0.516
H -1.023 -1.029 -1.699 0.800 0.560 0.506
H 0.782 -0.980 -1.749 -0.197 -0.175 -0.001
H -1.171 2.025 0.293 0.144 0.901 0.792
H -2.053 0.494 0.076 1.326 0.442 -0.081
H 0.020 0.135 2.181 0.215 0.147 -0.959
H 1.276 1.879 0.344 0.234 -0.096 -0.003
H 2.071 0.249 -0.047 -1.462 0.843 -0.231
```
Forces are in eV/Å.

Values from the calculation:
Net charge: 0
HOMO energy, hartree: -0.327
Relative energy (zero: lowest compared OMol25 entry of this formula, charge and spin), kcal per mole: 49.46
Gap between HOMO and LUMO, Eh: 0.3675
SMILES string: C1CN2CC1C2

---

A single C5H9N molecule in a non-equilibrium geometry. Source: OMol25; level of theory: the ωB97M-V functional and the def2-TZVPD basis.

```
15
Properties=species:S:1:pos:R:3:forces:R:3
C -0.205 -1.543 -2.231 1.185 1.454 1.962
C 0.288 -0.467 -1.492 -2.191 -4.008 -2.942
C 0.359 -0.490 -0.090 1.903 -3.916 1.044
C 0.139 0.540 0.705 -1.957 0.583 -2.416
C 0.243 0.416 2.155 -0.795 0.060 2.255
N -0.564 1.645 0.127 0.094 1.214 -0.074
H -0.121 -1.573 -3.320 -0.241 -0.028 0.438
H -0.543 -2.434 -1.650 0.159 0.699 -0.847
H 0.677 0.309 -2.053 0.656 1.896 -0.950
H 0.656 -1.600 0.234 -0.478 2.841 0.170
H -0.712 -0.070 2.593 1.500 0.738 -0.621
H 1.120 -0.219 2.395 -0.669 0.346 -0.005
H 0.374 1.399 2.674 -0.061 -0.718 -0.418
H -0.978 2.176 0.919 0.272 0.149 -1.850
H -0.734 1.910 -0.965 0.624 -1.310 4.255
```
Forces are in eV/Å.

Values from the calculation:
Net charge: 0
HOMO energy, hartree: -0.273
Relative energy (zero: lowest compared OMol25 entry of this formula, charge and spin), kcal per mole: 56.36
Gap between HOMO and LUMO, Eh: 0.3078
SMILES string: C=C/C=C(/C)N

---

A gas-phase ion, C5H9N2 (charge +1) in a non-equilibrium geometry. Source: OMol25; level of theory: the ωB97M-V functional and the def2-TZVPD basis.

```
16
Properties=species:S:1:pos:R:3:forces:R:3
C 0.673 2.061 -0.333 -2.777 -0.219 0.237
C -1.025 0.553 0.124 3.608 1.595 -0.779
C 1.344 0.055 0.627 -1.541 0.850 -1.515
C -2.406 0.335 -0.167 -1.541 1.326 -0.549
C 1.880 -0.967 -0.320 -0.461 1.580 -3.161
N 1.553 1.385 0.085 0.696 -0.996 1.055
N -0.207 -0.092 0.861 0.095 -0.665 0.476
H 0.401 3.100 -0.565 0.249 -0.746 -0.361
H 1.761 -0.071 1.559 1.067 0.290 2.202
H -2.740 -0.512 0.400 -0.679 -0.889 -0.404
H -2.693 0.436 -1.288 0.794 -0.689 1.898
H -2.960 1.188 0.260 0.125 0.008 -0.048
H 1.621 -1.945 -0.081 0.360 -1.813 1.098
H 2.928 -0.746 -0.637 -0.687 -0.546 0.839
H 1.305 -0.876 -1.285 0.424 0.339 0.638
H -0.456 -0.736 1.668 0.267 0.574 -1.626
```
Forces are in eV/Å.

Values from the calculation:
Net charge: +1
HOMO energy, hartree: -0.509
Relative energy (zero: lowest compared OMol25 entry of this formula, charge and spin), kcal per mole: 114.99
Gap between HOMO and LUMO, Eh: 0.3526

---

2 unconnected molecules or ions with the total composition C5H9N2 in a non-equilibrium geometry. Source: OMol25; level of theory: the ωB97M-V functional and the def2-TZVPD basis.

```
16
Properties=species:S:1:pos:R:3:forces:R:3
C 0.846 2.420 1.680 0.564 -2.034 -0.560
C 2.098 -1.090 1.056 -0.060 -2.284 1.206
C 0.460 -0.362 -0.691 1.079 0.505 -1.164
C -1.992 -0.221 -1.530 1.161 0.833 -1.884
C -0.982 -0.459 -0.407 -2.481 -1.029 2.667
N 1.206 1.335 1.534 -0.392 2.401 1.159
N 1.250 -0.600 0.271 1.174 -1.207 -1.285
H 0.473 3.395 1.684 -0.303 1.089 0.253
H 2.437 -0.690 2.046 -0.407 0.689 -1.433
H 2.426 -2.196 0.999 -0.708 1.678 -0.695
H 0.854 0.039 -1.754 -0.639 -0.843 2.685
H -1.975 -1.061 -2.344 -0.015 1.637 1.510
H -1.631 0.809 -2.012 -1.399 -2.136 0.654
H -3.009 -0.160 -1.079 0.807 0.154 -0.612
H -1.251 -1.512 0.103 0.946 2.268 -0.860
H -1.209 0.353 0.444 0.672 -1.720 -1.638
```
Forces are in eV/Å.

Values from the calculation:
Net charge: +1
HOMO energy, hartree: -0.565
Relative energy (zero: lowest compared OMol25 entry of this formula, charge and spin), kcal per mole: 113.14
Gap between HOMO and LUMO, Eh: 0.3932

---

A molecular structure, C5H9N2 in a non-equilibrium geometry. Source: OMol25; level of theory: the ωB97M-V functional and the def2-TZVPD basis.

```
16
Properties=species:S:1:pos:R:3:forces:R:3
C -1.932 0.771 -0.110 -0.905 1.850 -0.397
C -0.410 -1.056 0.177 -4.709 3.462 -0.101
C -0.600 1.320 0.024 1.223 0.426 5.138
C 0.390 0.162 0.456 -1.835 0.074 -2.341
C 1.763 0.311 -0.101 2.855 -0.448 0.504
N -2.136 -0.442 -0.048 3.167 -4.401 0.341
N -0.234 -2.274 -0.068 -2.162 0.129 -1.116
H -2.770 1.409 -0.459 0.316 -0.278 0.632
H -0.369 1.622 -0.903 1.354 1.757 -3.348
H -0.479 2.170 0.835 -0.513 -1.381 -1.989
H 0.542 0.272 1.464 -0.229 -0.060 2.818
H 1.964 0.001 -1.141 -0.368 -0.163 0.510
H 2.490 -0.212 0.640 -0.949 0.701 -1.617
H 2.057 1.375 -0.065 -0.215 -0.414 0.095
H 0.654 -2.620 -0.098 3.137 -1.411 0.065
H -0.930 -2.808 -0.604 -0.166 0.158 0.804
```
Forces are in eV/Å.

Values from the calculation:
Net charge: +1
HOMO energy, hartree: -0.546
Relative energy (zero: lowest compared OMol25 entry of this formula, charge and spin), kcal per mole: 91.33
Gap between HOMO and LUMO, Eh: 0.3765

---

A molecular structure, C5H9N2 in a non-equilibrium geometry. Source: OMol25; level of theory: the ωB97M-V functional and the def2-TZVPD basis.

```
16
Properties=species:S:1:pos:R:3:forces:R:3
C 1.973 -0.055 0.287 2.788 0.230 1.568
C 1.028 -1.242 0.037 -0.722 1.658 2.394
C -0.727 1.298 0.406 1.168 1.149 -3.334
C 0.452 1.270 -0.626 -2.806 -1.185 -1.873
C -0.153 -0.661 -0.732 3.180 1.806 -0.040
N 1.646 1.112 -0.016 0.426 0.824 -0.615
N -1.256 -0.053 0.096 1.612 1.139 -1.607
H 2.955 -0.029 0.888 -1.512 -1.141 -0.866
H 1.544 -2.049 -0.475 -0.249 -0.295 0.380
H 0.773 -1.420 1.198 0.369 -0.545 -2.516
H -0.306 1.474 1.347 0.183 -0.509 1.751
H -1.416 2.084 0.181 -0.758 0.224 0.003
H 0.315 1.982 -1.537 0.683 -1.458 1.610
H -0.275 -1.235 -1.675 -1.294 0.754 0.855
H -1.401 -0.362 0.998 -1.522 -2.522 2.048
H -2.004 0.031 -0.556 -1.544 -0.129 0.240
```
Forces are in eV/Å.

Values from the calculation:
Net charge: +1
HOMO energy, hartree: -0.505
Relative energy (zero: lowest compared OMol25 entry of this formula, charge and spin), kcal per mole: 114.42
Gap between HOMO and LUMO, Eh: 0.3777

---

Q: Among the records above, which one has the lowest relative energy (zero: lowest compared OMol25 entry of this formula, charge and spin)?
A: number 2